A.
{"formula": "C17H48N4O7", "method": "ωB97M-V/def2-TZVPD", "smiles": "NC(N)=O.NC(N)=O.CC(C)O.CC(C)O.CC(C)O.CC(C)O.CC(C)O", "e_lumo_ev": -0.015, "homo_lumo_gap_ev": 9.2, "spin_multiplicity": 1, "homo_energy_ha": -0.338, "elements": ["C", "O", "N", "N", "H", "H", "H", "H", "C", "O", "N", "N", "H", "H", "H", "H", "C", "C", "C", "O", "H", "H", "H", "H", "H", "H", "H", "H", "C", "C", "C", "O", "H", "H", "H", "H", "H", "H", "H", "H", "C", "C", "C", "O", "H", "H", "H", "H", "H", "H", "H", "H", "C", "C", "C", "O", "H", "H", "H", "H", "H", "H", "H", "H", "C", "C", "C", "O", "H", "H", "H", "H", "H", "H", "H", "H"], "positions_angstrom": [[-0.77, 2.75, 0.48], [0.24, 3.54, 0.50], [-1.76, 2.82, -0.36], [-0.94, 1.77, 1.35], [-1.73, 3.41, -1.22], [-2.66, 2.34, -0.25], [-0.56, 1.91, 2.30], [-1.73, 1.14, 1.37], [1.95, -0.67, -4.22], [1.07, -1.68, -4.27], [1.89, 0.21, -3.23], [2.94, -0.48, -5.06], [1.27, 0.06, -2.46], [2.58, 0.92, -3.15], [3.10, -1.22, -5.77], [3.75, 0.09, -4.80], [4.32, -1.02, -0.72], [3.95, -0.43, 0.65], [4.08, -1.53, 1.67], [4.67, 0.52, 0.96], [5.35, -1.50, -0.78], [4.35, -0.31, -1.49], [3.67, -1.83, -1.07], [2.97, -0.05, 0.53], [3.54, -1.40, 2.58], [5.18, -1.64, 1.86], [3.66, -2.38, 1.28], [5.52, 0.17, 1.29], [-1.23, -1.21, -1.42], [-0.16, -0.90, -0.41], [0.89, -1.98, -0.18], [0.52, 0.17, -0.58], [-1.95, -0.44, -1.57], [-1.79, -2.12, -1.15], [-0.78, -1.38, -2.41], [-0.65, -0.67, 0.53], [1.53, -1.79, 0.60], [1.56, -2.24, -1.08], [0.32, -2.93, 0.08], [0.05, 0.86, -0.18], [0.79, -0.81, 4.49], [0.78, 0.65, 4.14], [1.68, 1.07, 2.98], [-0.37, 1.03, 3.91], [-0.11, -1.05, 5.06], [1.69, -1.07, 5.09], [0.93, -1.40, 3.56], [0.98, 1.08, 5.11], [1.25, 0.70, 1.99], [2.69, 0.63, 2.94], [1.71, 2.08, 3.00], [-1.05, 0.86, 4.61], [-2.21, -1.36, 2.55], [-3.23, -0.42, 1.92], [-4.64, -1.01, 2.38], [-3.15, 0.79, 2.26], [-1.23, -0.88, 2.48], [-2.11, -2.28, 1.99], [-2.40, -1.49, 3.57], [-3.14, -0.58, 0.82], [-5.10, -0.51, 3.30], [-4.67, -2.09, 2.59], [-5.41, -0.83, 1.67], [-3.19, 0.84, 3.25], [-3.16, 0.25, -4.15], [-2.55, 1.51, -3.49], [-1.12, 1.68, -3.95], [-3.23, 2.52, -3.72], [-2.47, -0.60, -4.12], [-3.32, 0.44, -5.19], [-4.06, 0.13, -3.61], [-2.55, 1.42, -2.41], [-1.00, 2.09, -4.92], [-0.50, 0.80, -3.77], [-0.67, 2.48, -3.29], [-4.05, 2.49, -3.27]], "lowdin_charge": [-0.70, -0.02, 0.17, 0.15, 0.14, 0.12, 0.10, 0.05, -0.65, -0.10, 0.18, 0.15, 0.07, 0.11, 0.13, 0.12, -0.04, -0.66, -0.03, 0.03, 0.10, 0.04, 0.06, 0.11, 0.06, 0.11, 0.05, 0.13, -0.02, -0.60, -0.01, -0.01, 0.04, 0.09, 0.07, 0.09, 0.02, 0.11, 0.11, 0.04, -0.04, -0.66, 0.02, -0.04, 0.08, 0.09, 0.08, 0.14, 0.10, 0.08, 0.06, 0.16, -0.05, -0.59, -0.03, -0.02, 0.05, 0.10, 0.06, 0.15, 0.10, 0.08, 0.05, 0.16, -0.02, -0.67, -0.02, 0.05, 0.08, 0.08, 0.06, 0.09, 0.07, 0.05, 0.09, 0.11]}



B.
{"formula": "C17H48N4O7", "method": "ωB97M-V/def2-TZVPD", "smiles": "NC(N)=O.NC(N)=O.CC(C)O.CC(C)O.CC(C)O.CC(C)O.CC(C)O", "e_lumo_ev": 0.285, "homo_lumo_gap_ev": 10.0, "spin_multiplicity": 1, "homo_energy_ha": -0.356, "elements": ["C", "O", "N", "N", "H", "H", "H", "H", "C", "O", "N", "N", "H", "H", "H", "H", "C", "C", "C", "O", "H", "H", "H", "H", "H", "H", "H", "H", "C", "C", "C", "O", "H", "H", "H", "H", "H", "H", "H", "H", "C", "C", "C", "O", "H", "H", "H", "H", "H", "H", "H", "H", "C", "C", "C", "O", "H", "H", "H", "H", "H", "H", "H", "H", "C", "C", "C", "O", "H", "H", "H", "H", "H", "H", "H", "H"], "positions_angstrom": [[-0.05, -4.00, 2.36], [-0.63, -4.29, 1.33], [0.06, -4.87, 3.42], [0.51, -2.77, 2.59], [0.65, -4.68, 4.21], [-0.37, -5.77, 3.35], [0.55, -2.05, 1.88], [0.87, -2.55, 3.50], [4.10, -2.34, 2.89], [4.83, -1.54, 2.32], [3.85, -3.58, 2.37], [3.57, -2.09, 4.14], [4.36, -3.84, 1.55], [3.17, -4.17, 2.81], [3.74, -1.20, 4.55], [3.41, -2.85, 4.77], [-4.01, -1.81, -3.50], [-2.67, -1.72, -2.78], [-2.51, -0.38, -2.05], [-2.56, -2.80, -1.84], [-4.04, -2.71, -4.11], [-4.08, -1.01, -4.25], [-4.89, -1.75, -2.86], [-1.90, -1.80, -3.55], [-2.12, -0.57, -1.05], [-3.51, 0.06, -1.88], [-1.99, 0.40, -2.61], [-3.46, -3.06, -1.61], [1.12, 4.53, -0.67], [0.38, 4.93, -1.94], [0.72, 6.36, -2.32], [0.74, 4.10, -3.05], [0.59, 4.86, 0.23], [2.13, 4.91, -0.55], [1.19, 3.44, -0.54], [-0.70, 4.83, -1.79], [0.46, 7.07, -1.53], [0.10, 6.68, -3.16], [1.77, 6.41, -2.60], [1.26, 3.35, -2.79], [1.65, 0.87, -2.63], [3.00, 0.54, -3.20], [4.02, 0.24, -2.11], [2.86, -0.58, -4.06], [0.96, 1.25, -3.38], [1.80, 1.63, -1.87], [1.21, -0.02, -2.17], [3.35, 1.40, -3.79], [3.68, -0.64, -1.56], [4.14, 1.07, -1.42], [5.00, 0.08, -2.56], [3.72, -0.88, -4.35], [1.81, 1.04, 1.66], [0.46, 0.39, 1.35], [-0.53, 1.43, 0.84], [0.70, -0.69, 0.44], [2.26, 1.62, 0.84], [2.60, 0.38, 2.03], [1.76, 1.80, 2.46], [0.19, -0.02, 2.32], [-0.83, 1.30, -0.20], [-0.21, 2.46, 0.97], [-1.47, 1.30, 1.38], [1.34, -0.36, -0.21], [-3.29, -1.62, 2.31], [-4.48, -0.71, 2.04], [-4.10, 0.76, 2.18], [-4.97, -0.84, 0.72], [-3.62, -2.57, 2.77], [-2.59, -1.19, 3.02], [-2.78, -1.97, 1.41], [-5.30, -0.89, 2.75], [-3.64, 1.02, 1.21], [-3.42, 0.98, 2.99], [-4.95, 1.45, 2.18], [-5.00, -1.76, 0.43]], "lowdin_charge": [-0.68, 0.04, 0.14, 0.16, 0.08, 0.10, 0.06, 0.07, -0.68, 0.01, 0.16, 0.14, 0.11, 0.08, 0.10, 0.09, -0.07, -0.47, -0.05, -0.04, 0.08, 0.08, 0.08, 0.13, 0.06, 0.07, 0.07, 0.07, -0.07, -0.48, -0.06, -0.05, 0.08, 0.09, 0.04, 0.13, 0.08, 0.08, 0.08, 0.03, -0.06, -0.50, -0.05, -0.04, 0.09, 0.06, 0.08, 0.14, 0.09, 0.08, 0.08, 0.09, -0.06, -0.45, -0.03, -0.06, 0.07, 0.07, 0.09, 0.12, 0.07, 0.06, 0.05, 0.06, -0.05, -0.48, -0.07, -0.06, 0.08, 0.07, 0.08, 0.13, 0.07, 0.07, 0.08, 0.08]}



Taking the most stable structure as the zero point, the relative energies in eV are A 5.749; B 0.000.



A.
{"formula": "C3H8NO", "method": "ωB97M-V/def2-TZVPD", "total_charge": 1, "e_lumo_ev": -4.543, "homo_lumo_gap_ev": 11.4, "spin_multiplicity": 1, "homo_energy_ha": -0.585, "elements": ["C", "C", "C", "N", "O", "H", "H", "H", "H", "H", "H", "H", "H"], "positions_angstrom": [[0.41, 0.39, 1.20], [0.93, 0.15, -0.16], [-0.31, 1.59, 1.41], [-0.05, -0.62, -0.08], [-0.21, -2.01, -2.22], [0.65, -0.19, 2.16], [1.78, 0.42, -0.69], [-0.39, 2.27, 0.64], [0.13, 1.98, 2.39], [-1.32, 1.33, 1.69], [-0.22, -1.40, -2.94], [-0.62, -1.12, -0.81], [-0.78, -2.77, -2.59]], "nbo_charge": [0.03, 0.22, -0.69, -0.41, -0.95, 0.27, 0.25, 0.24, 0.28, 0.27, 0.49, 0.48, 0.52]}



B.
{"formula": "C3H8NO", "method": "ωB97M-V/def2-TZVPD", "total_charge": 1, "e_lumo_ev": -4.650, "homo_lumo_gap_ev": 11.0, "spin_multiplicity": 1, "homo_energy_ha": -0.573, "elements": ["C", "C", "C", "N", "O", "H", "H", "H", "H", "H", "H", "H", "H"], "positions_angstrom": [[2.10, -0.06, -0.34], [1.08, -0.13, 0.48], [-1.41, 0.58, 0.21], [-0.33, -0.56, 0.07], [-2.62, 0.00, 0.04], [3.01, 0.20, 0.13], [1.97, -0.16, -1.40], [1.46, 0.28, 2.22], [-1.32, 1.06, 1.24], [-1.21, 1.35, -0.44], [-0.11, -0.71, -0.91], [-0.54, -1.36, 0.64], [-3.09, -0.20, 0.85]], "nbo_charge": [-0.42, 0.00, 0.12, -0.58, -0.68, 0.26, 0.23, 0.25, 0.20, 0.21, 0.45, 0.45, 0.51]}



C.
{"formula": "C3H8NO", "method": "ωB97M-V/def2-TZVPD", "smiles": "C=C[C@H]([NH3+])O", "total_charge": 1, "e_lumo_ev": -3.811, "homo_lumo_gap_ev": 11.2, "spin_multiplicity": 1, "homo_energy_ha": -0.552, "elements": ["C", "C", "C", "N", "O", "H", "H", "H", "H", "H", "H", "H", "H"], "positions_angstrom": [[-0.98, -0.08, -1.54], [-0.53, 0.85, -0.71], [0.05, 0.37, 0.60], [1.42, -0.07, 0.62], [-0.55, -1.10, 1.04], [-1.31, 0.09, -2.47], [-0.87, -0.92, -1.04], [-0.51, 1.83, -0.98], [-0.26, 1.02, 1.42], [1.19, -0.98, 1.03], [1.86, -0.41, -0.37], [2.01, 0.56, 1.20], [-1.52, -1.17, 1.18]], "nbo_charge": [-0.27, -0.28, 0.22, -0.74, -0.80, 0.23, 0.20, 0.23, 0.24, 0.50, 0.48, 0.47, 0.53]}



D.
{"formula": "C3H8NO", "method": "ωB97M-V/def2-TZVPD", "total_charge": 1, "e_lumo_ev": -5.333, "homo_lumo_gap_ev": 10.3, "spin_multiplicity": 1, "homo_energy_ha": -0.574, "elements": ["C", "C", "C", "N", "O", "H", "H", "H", "H", "H", "H", "H", "H"], "positions_angstrom": [[-2.07, 0.03, -0.44], [-1.32, 0.53, 0.70], [1.19, -0.78, -0.04], [0.86, 0.61, 0.04], [-1.64, -0.74, 0.71], [-3.09, 0.25, -0.43], [-1.56, -0.18, -1.34], [-1.45, 1.27, 1.41], [2.29, -1.01, 0.09], [0.86, -1.20, 0.86], [0.57, -1.29, -0.77], [0.95, 1.15, -0.86], [1.32, 1.07, 0.78]], "nbo_charge": [-0.12, 0.41, -0.45, -0.69, -0.35, 0.23, 0.22, 0.24, 0.25, 0.22, 0.22, 0.42, 0.40]}



Taking the most stable structure as the zero point, the relative energies in eV are A 0.293; B 1.991; C 0.000; D 0.753.